DFT (ωB97M-V with the def2-TZVPD basis set) results for a structure of composition C43H77NO19PbPdS7.

Computed properties:
Gap between HOMO and LUMO (spin up / spin down)   0.19188 / 0.12423 Eh
2S+1   3
Charge   +2
HOMO (spin up / spin down)   -12.5 / -12.5 eV

Element x y z (Å)
Pd (-3.867, 6.056, -13.763)
Pb (-5.919, 4.127, -21.780)
C (-5.511, 6.438, -17.828)
C (-5.336, 5.593, -18.984)
C (-4.553, 4.258, -18.890)
O (-4.534, 3.567, -19.932)
C (-4.064, 3.874, -17.610)
C (-4.213, 4.702, -16.476)
C (-4.902, 6.069, -16.642)
O (-4.926, 6.870, -15.685)
O (-3.780, 4.281, -15.402)
O (-5.888, 5.823, -20.056)
H (-6.098, 7.347, -17.833)
H (-3.642, 2.882, -17.531)
C (-8.936, 9.203, -14.774)
C (-8.359, 8.407, -15.925)
C (-8.548, 6.920, -15.668)
S (-8.344, 6.736, -13.860)
O (-6.987, 6.333, -13.554)
O (-9.475, 6.069, -13.257)
C (-8.493, 8.485, -13.491)
H (-10.021, 9.296, -14.827)
H (-8.485, 10.191, -14.692)
H (-7.314, 8.659, -16.149)
H (-8.789, 8.589, -16.916)
H (-7.918, 6.244, -16.237)
H (-9.614, 6.699, -15.765)
H (-7.448, 8.801, -13.399)
H (-8.920, 8.655, -12.508)
C (-5.524, -0.548, -18.605)
C (-4.065, -0.178, -18.285)
C (-4.026, -0.229, -16.747)
S (-5.212, -1.459, -16.159)
O (-6.169, -0.818, -15.270)
O (-4.482, -2.637, -15.756)
C (-5.892, -1.803, -17.817)
H (-5.687, -0.894, -19.632)
H (-6.194, 0.300, -18.456)
H (-3.802, 0.815, -18.648)
H (-3.347, -0.894, -18.688)
H (-4.377, 0.742, -16.380)
H (-3.045, -0.325, -16.285)
H (-6.912, -2.176, -17.775)
H (-5.282, -2.628, -18.187)
C (0.109, 2.922, -15.573)
C (1.208, 3.846, -16.048)
C (1.927, 3.097, -17.153)
S (0.581, 2.412, -18.178)
O (0.876, 1.039, -18.567)
O (0.262, 3.352, -19.248)
C (-0.680, 2.551, -16.838)
H (-0.577, 3.176, -14.764)
H (0.547, 2.000, -15.172)
H (1.888, 4.052, -15.220)
H (0.805, 4.795, -16.401)
H (2.458, 2.193, -16.853)
H (2.580, 3.722, -17.758)
H (-1.304, 1.656, -16.875)
H (-1.356, 3.347, -17.157)
C (-1.392, 7.973, -20.958)
C (-1.711, 6.938, -19.883)
C (-1.666, 5.568, -20.564)
S (-2.474, 5.866, -22.175)
O (-3.887, 5.449, -22.214)
O (-1.589, 5.354, -23.207)
C (-2.419, 7.687, -22.060)
H (-0.355, 7.938, -21.292)
H (-1.505, 9.017, -20.658)
H (-2.679, 7.135, -19.409)
H (-0.993, 7.010, -19.062)
H (-2.228, 4.851, -19.968)
H (-0.637, 5.230, -20.653)
H (-3.410, 7.835, -21.625)
H (-2.358, 8.062, -23.077)
C (-1.047, 1.432, -22.087)
C (-2.204, 1.389, -21.051)
C (-3.303, 0.686, -21.793)
S (-3.419, 1.626, -23.326)
O (-4.141, 2.867, -23.019)
O (-3.890, 0.834, -24.444)
C (-1.609, 1.899, -23.431)
H (-0.673, 0.408, -22.146)
H (-0.225, 1.988, -21.636)
H (-2.474, 2.400, -20.742)
H (-1.971, 0.801, -20.165)
H (-4.319, 0.694, -21.396)
H (-2.970, -0.318, -22.057)
H (-1.497, 2.980, -23.540)
H (-1.187, 1.362, -24.274)
C (0.040, 10.003, -14.508)
C (-1.090, 10.473, -15.437)
C (-1.340, 9.317, -16.409)
S (-0.999, 7.793, -15.412)
O (0.048, 7.077, -16.099)
O (-2.177, 7.050, -14.965)
C (-0.284, 8.624, -13.945)
H (0.202, 10.776, -13.748)
H (1.044, 10.104, -14.931)
H (-0.774, 11.344, -16.007)
H (-1.980, 10.721, -14.863)
H (-0.699, 9.291, -17.287)
H (-2.345, 9.105, -16.785)
H (0.539, 8.027, -13.565)
H (-1.070, 8.740, -13.199)
C (-7.588, 2.631, -17.272)
C (-7.072, 2.916, -15.824)
C (-8.207, 2.634, -14.831)
S (-9.488, 1.741, -15.768)
O (-10.586, 2.681, -15.995)
O (-9.847, 0.525, -15.105)
C (-8.598, 1.480, -17.289)
H (-6.803, 2.512, -18.027)
H (-8.036, 3.579, -17.598)
H (-6.825, 3.974, -15.729)
H (-6.206, 2.255, -15.802)
H (-8.691, 3.562, -14.528)
H (-7.907, 2.130, -13.917)
H (-9.233, 1.511, -18.167)
H (-8.090, 0.523, -17.158)
C (-5.734, 13.997, -18.167)
C (-5.208, 12.612, -17.694)
C (-6.358, 11.883, -16.974)
C (-7.390, 11.263, -17.917)
C (-6.672, 10.421, -18.982)
C (-5.466, 11.059, -19.704)
N (-4.633, 11.836, -18.765)
O (-3.517, 12.408, -19.369)
C (-4.711, 9.885, -20.276)
C (-5.986, 11.909, -20.864)
C (-4.212, 12.937, -16.588)
H (-6.532, 13.941, -18.913)
H (-4.917, 14.593, -18.579)
H (-6.202, 14.576, -17.370)
H (-5.947, 11.024, -16.429)
H (-6.799, 12.572, -16.256)
H (-7.943, 12.039, -18.454)
H (-8.108, 10.640, -17.388)
H (-7.499, 10.164, -19.649)
H (-6.385, 9.482, -18.490)
H (-3.921, 10.092, -21.003)
H (-4.298, 9.185, -19.541)
H (-5.422, 9.259, -20.829)
H (-6.808, 12.602, -20.677)
H (-5.200, 12.535, -21.295)
H (-6.348, 11.247, -21.654)
H (-3.332, 13.404, -17.034)
H (-3.824, 12.000, -16.167)
H (-4.664, 13.496, -15.777)
H (-3.809, 13.219, -19.828)

Atomic forces in eV per Å
Pd -0.347 -0.733 -0.004
Pb 1.709 -0.050 -0.252
C -0.157 -0.353 -1.584
C 0.033 -0.709 0.087
C -0.368 0.698 2.076
O -0.281 -0.374 -0.582
C -0.835 0.345 -2.695
C 0.528 -0.701 0.095
C 0.822 0.557 2.988
O -0.100 -0.884 -0.898
O -0.431 1.537 0.740
O -0.315 0.396 -0.236
H -0.003 0.019 -0.301
H 0.135 0.029 0.271
C -0.490 0.208 0.900
C 0.657 -0.306 -1.555
C -0.713 0.192 1.192
S -0.744 0.683 0.494
O 0.336 -0.505 -0.134
O 0.721 -0.241 -0.623
C 1.715 0.157 -0.487
H 0.030 -0.007 -0.147
H -0.322 0.167 -0.413
H 0.177 -0.100 0.715
H -0.563 0.343 0.323
H -0.016 -0.126 0.110
H 0.114 -0.335 -0.377
H 0.041 -0.249 0.253
H -0.707 -0.045 -0.288
C -0.523 -0.772 -1.336
C -0.381 -0.622 0.776
C 0.151 1.519 0.095
S 0.054 -0.774 0.087
O 0.608 -0.255 -0.884
O -0.305 0.479 0.223
C 0.739 0.336 0.927
H 0.321 0.591 -0.228
H -0.017 -0.055 0.305
H -0.025 0.014 -0.057
H -0.160 -0.077 -0.181
H -0.304 -0.139 0.108
H -0.031 -0.651 -0.097
H -0.196 0.532 0.068
H 0.079 -0.009 0.107
C -0.775 -1.719 -0.221
C 0.288 0.165 0.829
C -0.379 -0.374 -0.663
S 0.665 -0.041 -0.157
O -0.583 1.044 0.582
O -0.333 -0.168 0.362
C -0.213 -0.016 -0.862
H 0.106 0.873 -0.190
H 0.241 0.010 -0.207
H 0.079 0.138 -0.127
H 0.059 -0.009 -0.061
H 0.106 0.190 0.389
H -0.106 -0.067 -0.185
H 0.405 -0.285 0.422
H 0.300 0.313 0.021
C -0.234 0.696 -0.697
C 0.580 0.396 0.420
C -0.922 0.398 0.800
S 1.964 -0.183 -0.505
O -0.177 0.228 0.390
O -0.975 0.309 0.584
C -0.587 -1.335 0.410
H -0.046 -0.492 -0.161
H -0.271 -0.121 0.340
H -0.175 0.030 -0.290
H 0.121 -0.292 -0.093
H 0.050 -0.297 -0.312
H -0.104 -0.164 -0.565
H -0.050 0.574 -0.267
H 0.284 0.249 0.108
C -0.144 -0.773 1.272
C 0.347 0.079 -0.083
C -0.929 0.448 -0.649
S 1.040 -2.238 -0.925
O -0.334 0.393 0.357
O 0.075 0.779 0.851
C -0.206 1.018 0.601
H -0.012 0.008 -0.316
H -0.019 0.444 -0.554
H -0.141 -0.052 0.032
H 0.394 0.163 -0.008
H 0.139 -0.182 0.318
H -0.291 -0.082 -0.109
H 0.116 -0.052 -0.251
H -0.335 0.024 -0.191
C 1.070 1.355 0.683
C 0.347 -0.556 -0.522
C -0.965 -1.229 0.410
S 1.377 0.696 0.817
O -0.298 -0.377 -0.120
O 0.252 0.468 -0.802
C -0.637 0.635 -0.846
H -0.639 -0.382 0.493
H -0.255 -0.762 -0.782
H -0.119 0.121 0.100
H -0.060 -0.022 -0.022
H 0.427 -0.053 0.304
H -0.212 0.683 0.217
H 0.075 -0.001 -0.118
H -0.064 -0.311 0.011
C -0.421 1.451 -0.349
C -0.181 -0.693 -1.132
C 0.277 0.081 -0.545
S -2.471 0.890 1.284
O 1.416 -0.383 -0.397
O 0.535 -0.470 -0.261
C 1.104 0.518 0.374
H 0.317 -0.415 0.383
H -0.647 -0.286 -0.126
H 0.536 -0.096 -0.052
H 0.137 0.181 1.160
H -0.115 -0.020 -0.080
H -0.069 -0.442 -0.229
H -0.317 -0.187 0.208
H -0.077 -0.084 -0.140
C -0.426 -0.017 -0.466
C -1.342 1.733 0.821
C -0.148 -1.078 -0.673
C 0.779 0.968 -0.581
C -0.906 -0.005 1.126
C -0.800 0.697 0.285
N -0.099 -1.948 0.754
O -0.066 0.395 -0.226
C 0.470 -1.212 -0.835
C -0.071 0.291 -0.801
C 1.240 -1.142 -0.535
H 0.229 -0.231 -0.155
H -0.060 0.088 0.022
H 0.359 -0.093 0.274
H 0.248 0.183 0.231
H -0.033 -0.003 0.017
H -0.144 0.069 0.226
H -0.067 0.103 0.044
H 0.575 -0.182 -0.635
H 0.348 0.005 -0.070
H 0.023 0.517 0.216
H 0.076 0.442 0.393
H -0.139 0.166 -0.075
H -0.017 -0.209 0.563
H 0.107 -0.237 -0.064
H 0.095 0.051 -0.077
H -0.148 0.468 0.319
H -0.157 -0.026 0.047
H 0.034 0.322 -0.150
H 0.067 -0.181 0.067